{"formula": "C40H64BF3O13", "method": "the ωB97M-V functional and the def2-TZVPD basis", "species": ["C", "C", "B", "O", "C", "C", "C", "C", "C", "C", "F", "F", "F", "C", "C", "C", "C", "O", "C", "C", "C", "C", "C", "C", "C", "C", "O", "C", "O", "C", "C", "C", "O", "H", "H", "H", "H", "H", "H", "H", "H", "H", "H", "H", "H", "H", "H", "H", "H", "H", "H", "H", "H", "H", "H", "H", "H", "C", "O", "C", "C", "O", "C", "H", "H", "H", "H", "H", "H", "H", "H", "H", "H", "C", "O", "C", "C", "O", "C", "H", "H", "H", "H", "H", "H", "H", "H", "H", "H", "C", "O", "C", "C", "O", "C", "H", "H", "H", "H", "H", "H", "H", "H", "H", "H", "C", "O", "C", "C", "O", "C", "H", "H", "H", "H", "H", "H", "H", "H", "H", "H"], "xyz": [[7.54, -2.25, -0.85], [6.05, -2.27, -0.42], [5.21, -2.53, -1.74], [5.08, -3.84, -2.10], [4.63, -1.32, -2.59], [5.49, -0.25, -2.87], [5.09, 0.87, -3.59], [6.08, 1.99, -3.82], [6.29, 2.81, -2.53], [7.72, 3.22, -2.33], [8.09, 4.16, -3.23], [7.92, 3.73, -1.11], [8.57, 2.19, -2.47], [3.79, 0.93, -4.09], [2.92, -0.10, -3.81], [3.30, -1.22, -3.06], [2.23, -2.23, -2.81], [2.40, -3.42, -2.77], [0.86, -1.67, -2.66], [-0.07, -2.20, -1.78], [-1.33, -1.63, -1.64], [-2.27, -2.23, -0.61], [-2.22, -1.38, 0.68], [-1.72, -0.52, -2.42], [-3.08, 0.10, -2.25], [-3.64, 0.86, -3.47], [-3.84, 2.26, -3.19], [-2.69, 2.97, -3.22], [-2.47, 3.82, -4.02], [-0.77, 0.00, -3.31], [0.49, -0.56, -3.42], [1.52, -0.01, -4.33], [1.27, 0.46, -5.41], [8.20, -2.57, -0.05], [7.86, -1.27, -1.21], [7.68, -2.95, -1.67], [5.94, -3.13, 0.23], [5.77, -1.34, 0.08], [5.12, -3.91, -3.06], [6.50, -0.30, -2.48], [7.01, 1.55, -4.18], [5.67, 2.64, -4.58], [5.70, 3.72, -2.58], [5.99, 2.21, -1.67], [3.49, 1.80, -4.65], [0.22, -3.05, -1.18], [-1.88, -3.22, -0.38], [-3.28, -2.28, -0.99], [-3.17, -1.42, 1.20], [-1.47, -1.78, 1.36], [-1.93, -0.35, 0.47], [-3.80, -0.67, -1.99], [-3.09, 0.79, -1.41], [-3.03, 0.76, -4.37], [-4.62, 0.49, -3.72], [-1.95, 2.73, -2.44], [-1.04, 0.85, -3.92], [6.34, 9.65, -4.04], [7.58, 9.11, -3.62], [7.62, 7.70, -3.64], [8.33, 7.16, -4.87], [7.62, 7.47, -6.06], [8.15, 8.57, -6.77], [6.48, 10.71, -4.23], [5.98, 9.18, -4.96], [5.59, 9.53, -3.25], [6.61, 7.28, -3.58], [8.17, 7.38, -2.75], [8.39, 6.08, -4.79], [9.35, 7.55, -4.92], [9.07, 8.29, -7.29], [8.35, 9.42, -6.11], [7.41, 8.88, -7.51], [-3.21, -5.19, 5.72], [-2.09, -5.93, 5.24], [-2.11, -6.14, 3.84], [-1.20, -5.17, 3.11], [-1.66, -3.83, 3.23], [-0.95, -3.08, 4.21], [-2.99, -4.87, 6.74], [-3.41, -4.31, 5.11], [-4.10, -5.83, 5.74], [-3.13, -6.06, 3.45], [-1.76, -7.16, 3.66], [-1.20, -5.42, 2.05], [-0.18, -5.26, 3.48], [0.04, -2.80, 3.83], [-0.84, -3.64, 5.14], [-1.51, -2.17, 4.40], [-9.28, -5.16, 9.01], [-9.44, -6.01, 7.89], [-9.13, -5.39, 6.66], [-7.75, -5.77, 6.17], [-6.73, -5.28, 7.03], [-6.21, -6.26, 7.91], [-9.30, -5.78, 9.91], [-8.33, -4.62, 8.98], [-10.11, -4.44, 9.06], [-9.21, -4.30, 6.74], [-9.86, -5.73, 5.93], [-7.59, -5.32, 5.18], [-7.67, -6.85, 6.06], [-5.55, -6.94, 7.37], [-7.01, -6.84, 8.39], [-5.64, -5.75, 8.68], [-6.56, 2.91, 2.76], [-5.52, 3.73, 2.24], [-4.30, 3.04, 2.05], [-4.09, 2.66, 0.60], [-5.05, 1.71, 0.15], [-6.11, 2.29, -0.60], [-7.49, 3.45, 2.64], [-6.63, 1.96, 2.22], [-6.39, 2.72, 3.82], [-4.25, 2.15, 2.68], [-3.49, 3.71, 2.35], [-3.10, 2.19, 0.50], [-4.11, 3.55, -0.04], [-5.76, 2.53, -1.61], [-6.50, 3.19, -0.13], [-6.90, 1.56, -0.68]], "lumo_energy_ha": -0.02463, "total_charge": 0, "orbital_gap_ev": 8.5388, "smiles": "CCB(O)c1cc(CCC(F)(F)F)cc2c1C(=O)c1cc(CC)c(CCOC=O)cc1C2=O.COCCOC.COCCOC.COCCOC.COCCOC"}